(1)
Here is a cluster of 6 separate species, C48H103N5O6 in total at a distorted geometry from OMol25. Energies are from ωB97M-V with the def2-TZVPD basis set.

Each line ends with the Mulliken charge.
Atoms and positions in Å:
C  5.2905  -4.5362  -0.0728  -1.398
C  3.7117  -4.4263  -0.0590  1.378
C  3.1271  -5.7315  0.4741  -0.877
C  3.3529  -5.9439  2.0026  -0.768
C  2.9094  -4.7526  2.8541  -0.693
C  3.3459  -3.4133  2.3237  1.684
N  3.2147  -3.3391  0.8323  0.138
O  3.6643  -2.0302  0.3136  0.294
C  2.5144  -2.2533  2.9576  -1.712
C  4.8078  -3.1539  2.7687  -1.808
C  3.2159  -4.2260  -1.5017  -1.245
H  5.6898  -4.8893  0.8980  0.259
H  5.8012  -3.6014  -0.3180  0.185
H  5.7177  -5.2505  -0.8344  0.425
H  2.0423  -5.6996  0.2082  0.016
H  3.6387  -6.5516  -0.0358  0.356
H  4.3860  -6.2020  2.1721  0.395
H  2.9091  -6.8916  2.3604  0.451
H  3.1584  -4.8281  3.9263  0.494
H  1.8242  -4.7669  2.7713  -0.069
H  2.9994  -1.3404  2.7142  0.532
H  1.4558  -2.2519  2.5453  0.007
H  2.4545  -2.2078  4.0502  0.392
H  5.5651  -3.8572  2.4949  0.357
H  5.1346  -2.1216  2.4961  0.272
H  4.8731  -3.2681  3.8590  0.471
H  2.1079  -4.2890  -1.5358  0.163
H  3.6064  -5.1009  -2.1496  0.398
H  3.5666  -3.3177  -2.0236  -0.116
H  4.6494  -1.9900  0.2158  0.147
C  -2.8511  -4.3914  -1.2787  -1.367
C  -3.8394  -5.0270  -0.2805  1.468
C  -3.5987  -6.4813  -0.1520  -1.159
C  -2.3396  -6.7861  0.6072  -0.613
C  -2.4547  -6.1951  2.0484  -1.296
C  -2.7044  -4.6953  2.0499  2.452
N  -3.7563  -4.3882  1.0539  0.075
O  -3.9796  -3.0093  0.9518  -0.401
C  -3.1503  -4.2110  3.4423  -1.933
C  -1.4263  -3.9698  1.7111  -1.581
C  -5.2547  -4.8022  -0.8286  -1.905
H  -1.8328  -4.4685  -0.8710  0.113
H  -2.9417  -3.2826  -1.2661  0.293
H  -2.9397  -4.8151  -2.2850  0.477
H  -4.4048  -6.9505  0.4243  0.331
H  -3.5740  -6.8797  -1.1689  0.504
H  -1.4569  -6.4348  0.1077  0.180
H  -2.2886  -7.8203  0.7843  0.479
H  -1.4150  -6.2459  2.4737  0.245
H  -3.1150  -6.7373  2.7536  0.363
H  -4.1033  -4.6594  3.7843  0.430
H  -2.3797  -4.3907  4.1934  0.430
H  -3.2067  -3.1364  3.4388  0.194
H  -0.6902  -3.7724  2.4666  0.727
H  -0.8034  -4.4701  0.9485  -0.214
H  -1.8262  -2.9294  1.3726  0.075
H  -5.3307  -5.3153  -1.8085  0.420
H  -5.5052  -3.7407  -0.9283  0.324
H  -5.9447  -5.2399  -0.0593  0.426
H  -4.7506  -2.8537  1.5209  0.288
C  3.0243  2.5524  -4.9697  -1.472
C  2.7127  1.0605  -4.5121  1.592
C  3.2297  0.0397  -5.4769  -1.420
C  4.7142  -0.0776  -5.4976  -0.555
C  5.1175  -0.5411  -4.1151  -0.981
C  4.6461  0.4680  -3.0554  1.433
N  3.2384  0.6183  -3.2073  0.711
O  2.6735  1.6109  -2.2886  -0.503
C  5.0186  -0.2336  -1.6980  -1.774
C  5.4646  1.7627  -3.1169  -1.806
C  1.2008  0.9363  -4.3914  -1.724
H  4.0635  2.7907  -5.1357  0.366
H  2.6346  3.3589  -4.3218  0.231
H  2.6520  2.6039  -6.0254  0.423
H  2.7628  -0.9119  -5.2108  0.306
H  2.8608  0.2697  -6.4739  0.443
H  5.1977  0.8480  -5.7796  0.335
H  4.9424  -0.8591  -6.2658  0.405
H  6.2135  -0.5777  -4.0922  0.468
H  4.6539  -1.4945  -3.8321  0.060
H  4.3352  -1.1164  -1.6607  0.307
H  6.1271  -0.4957  -1.6820  0.443
H  4.7933  0.3435  -0.7564  0.429
H  5.5802  2.2503  -4.0990  0.301
H  5.0820  2.5226  -2.3771  0.192
H  6.4703  1.4925  -2.8462  0.555
H  0.7528  1.7206  -3.7690  0.024
H  0.9356  -0.0782  -4.0681  0.337
H  0.7794  1.0456  -5.3814  0.566
H  2.7845  1.1840  -1.4385  0.283
C  -3.1302  6.9971  0.3223  -1.743
C  -2.0050  6.4021  -0.4657  1.974
C  -2.3873  4.9400  -0.9102  -0.776
C  -1.4335  4.3450  -1.8739  0.542
C  -1.2316  5.2749  -3.0770  -2.103
C  -0.7951  6.6879  -2.7288  2.231
N  -1.7817  7.2121  -1.7128  -0.030
O  -1.4119  8.5475  -1.3789  -0.501
C  0.6446  6.7490  -2.3027  -1.841
C  -0.9031  7.5441  -3.9921  -2.109
C  -0.8614  6.3049  0.5104  -1.570
H  -3.0411  8.0659  0.2589  0.482
H  -3.0835  6.8010  1.4000  0.245
H  -4.1455  6.7743  0.0452  0.399
H  -2.3213  4.3692  0.0162  -0.544
H  -3.3883  4.9446  -1.2894  0.503
H  -1.9226  3.4271  -2.2715  0.580
H  -0.4889  4.0539  -1.4107  -0.316
H  -2.2060  5.4552  -3.5415  0.485
H  -0.5025  4.8353  -3.6967  0.489
H  0.8052  5.9555  -1.6118  0.270
H  1.3957  6.7849  -3.0826  0.426
H  0.8308  7.6464  -1.7104  0.348
H  -0.3660  7.0841  -4.8254  0.420
H  -1.9402  7.5150  -4.3648  0.472
H  -0.5107  8.5415  -3.8941  0.434
H  -0.4347  7.2207  0.8783  0.367
H  -0.0136  5.7662  0.1362  0.331
H  -1.1840  5.7587  1.3871  0.150
H  -2.1701  9.0716  -1.7152  0.359
C  -3.9074  3.7637  5.1473  -2.065
C  -3.3327  2.9066  4.0570  1.841
C  -1.9485  2.3548  4.3949  -1.685
C  -1.4484  1.2855  3.4723  0.216
C  -2.4558  0.1380  3.4093  -0.821
C  -3.7950  0.6348  2.9875  1.898
N  -4.2374  1.7431  3.8638  0.208
O  -5.5263  2.1569  3.4508  -0.483
C  -3.7858  0.9841  1.5203  -1.567
C  -4.7636  -0.5288  3.2223  -1.254
C  -3.0177  3.7472  2.8200  -1.298
H  -3.9256  3.2065  6.0971  0.399
H  -4.8339  4.1429  4.7588  0.542
H  -3.2918  4.6446  5.2274  0.366
H  -1.2437  3.2079  4.3806  0.396
H  -1.9192  1.8767  5.4169  0.370
H  -0.4930  0.8396  3.8359  0.652
H  -1.2169  1.7725  2.5107  -0.438
H  -2.5510  -0.4549  4.3276  0.546
H  -2.0525  -0.5025  2.6184  -0.283
H  -4.4844  1.7732  1.2585  0.284
H  -2.8261  1.2981  1.1022  0.184
H  -4.0872  0.1200  0.9202  0.404
H  -5.7946  -0.3776  3.0710  0.560
H  -4.5026  -1.4398  2.6471  -0.413
H  -4.6784  -0.8180  4.2700  0.558
H  -2.5409  4.6313  3.2049  0.577
H  -4.0115  4.0422  2.3884  0.378
H  -2.3695  3.1573  2.1972  -0.226
H  -6.0247  2.1159  4.2716  0.373
C  0.3761  1.6702  -0.1391  -1.185
C  0.8838  0.3155  0.3900  1.358
C  0.5942  -0.8600  -0.4819  -0.495
O  2.3679  0.5269  0.6459  -0.635
H  -0.6972  1.6695  0.0552  0.136
H  0.4900  1.7818  -1.2257  0.181
H  0.9113  2.4275  0.4803  0.382
H  0.4099  0.1325  1.3516  -0.226
H  -0.4776  -1.0440  -0.4180  0.619
H  1.0217  -1.7568  -0.0381  -0.019
H  0.8477  -0.7857  -1.5505  -0.378
H  2.7894  -0.3370  0.6129  0.142

Calculated values
HOMO = -8.3 eV
M = 846.38 g mol⁻¹
Structure (SMILES) = CC1(C)CCCC(C)(C)N1O.CC1(C)CCCC(C)(C)N1O.CC1(C)CCCC(C)(C)N1O.CC1(C)CCCC(C)(C)N1O.CC1(C)CCCC(C)(C)N1O.CC(C)O
Orbital gap = 8.8 eV

(2)
Here is a cluster of 7 separate species, C48H108BrN6 in total at a distorted geometry from OMol25. Energies are from ωB97M-V with the def2-TZVPD basis set.

Each line ends with the Mulliken charge.
Atoms and positions in Å:
C  -6.3859  0.8839  5.4199  -1.496
C  -4.9007  0.9281  5.0892  0.114
C  -4.3721  -0.4995  4.9572  -0.914
N  -2.9358  -0.6177  4.5185  0.676
C  -2.7648  -0.1443  3.1165  -1.428
C  -2.5036  -2.0573  4.5341  -0.646
C  -0.9914  -2.0355  4.7923  -0.284
C  -0.6753  -0.6498  5.3865  -0.354
C  -2.0104  0.0881  5.4401  -0.946
H  -6.6687  0.1696  6.1933  0.397
H  -6.9681  0.6129  4.5348  0.378
H  -6.7462  1.8567  5.7500  0.391
H  -4.3443  1.3884  5.9094  0.345
H  -4.7466  1.4489  4.1433  0.106
H  -4.9468  -0.9464  4.1390  0.279
H  -4.5285  -1.0987  5.8503  0.566
H  -3.5244  -0.5719  2.4667  0.258
H  -1.7744  -0.4523  2.7628  0.428
H  -2.8096  0.9429  3.0608  0.412
H  -2.7272  -2.5739  3.6071  0.396
H  -2.9963  -2.5341  5.3792  0.500
H  -0.4447  -2.1129  3.8518  -0.133
H  -0.6742  -2.8207  5.4707  0.440
H  0.0259  -0.0970  4.7526  -0.180
H  -0.1760  -0.7050  6.3497  0.601
H  -2.1465  1.1600  5.3303  0.563
H  -2.3965  -0.1122  6.4467  0.428
C  5.3905  -1.8566  1.1458  -1.535
C  4.0619  -2.5376  0.8031  0.653
C  4.2891  -3.6669  -0.1752  -0.936
N  3.0310  -4.3191  -0.7229  0.733
C  2.0079  -4.6632  0.3246  -1.159
C  3.3932  -5.5481  -1.5461  -0.563
C  3.2583  -5.2112  -3.0456  -0.317
C  3.0726  -3.6957  -3.0702  -0.740
C  2.4872  -3.3038  -1.7170  0.753
H  6.0174  -1.7495  0.2554  0.390
H  5.9534  -2.3849  1.9116  0.444
H  5.2343  -0.8368  1.4868  0.197
H  3.3542  -1.7901  0.4162  -0.307
H  3.6186  -2.9109  1.7274  0.304
H  4.8071  -4.4616  0.3675  0.504
H  4.8670  -3.3708  -1.0475  0.410
H  2.3483  -5.5516  0.8547  0.388
H  1.1721  -4.9483  -0.3151  0.521
H  1.7544  -3.8801  1.0367  0.186
H  2.7960  -6.4055  -1.2593  0.401
H  4.4506  -5.7015  -1.3436  0.284
H  2.4001  -5.7615  -3.4248  -0.219
H  4.1599  -5.4877  -3.5813  0.450
H  2.4706  -3.3178  -3.8937  0.498
H  4.0613  -3.2344  -3.1145  0.378
H  1.4010  -3.3183  -1.6876  -0.696
H  2.8265  -2.3092  -1.4545  -0.265
C  1.4762  0.1014  -2.8969  -1.161
C  2.6824  0.9480  -3.3629  -0.569
C  2.8992  2.2674  -2.6612  0.328
N  3.5911  3.3003  -3.5025  0.067
C  2.6648  3.8665  -4.5325  -0.975
C  4.8699  2.8348  -4.1758  -0.547
C  6.0398  3.0640  -3.2080  -0.824
C  5.4165  3.8490  -2.0465  0.142
C  4.1258  4.4045  -2.6189  -0.660
H  1.4307  -0.2347  -1.8521  0.035
H  1.3887  -0.7498  -3.5750  0.435
H  0.5478  0.6530  -3.0948  0.308
H  2.4603  1.1660  -4.4106  0.321
H  3.5485  0.2869  -3.3391  0.391
H  3.4823  2.1567  -1.7422  -0.292
H  1.9768  2.7171  -2.2803  0.138
H  2.4940  3.1286  -5.3079  0.401
H  3.1442  4.7466  -4.9567  0.506
H  1.7632  4.2489  -4.0580  0.340
H  5.0115  3.5596  -4.9786  0.429
H  4.7150  1.8843  -4.6767  0.440
H  6.7914  3.6513  -3.7255  0.320
H  6.4722  2.1341  -2.8491  0.368
H  6.0366  4.6479  -1.6451  0.671
H  5.1994  3.1977  -1.1962  -0.517
H  4.3543  5.2632  -3.2491  0.436
H  3.3572  4.6810  -1.8973  0.328
C  4.8457  1.9981  1.3189  -2.136
C  3.3542  1.9392  1.6925  0.850
C  3.0638  2.9624  2.7826  -1.418
N  1.6573  3.5542  2.7156  0.934
C  0.6496  2.4688  2.9152  -0.848
C  1.4838  4.3131  1.4143  -0.723
C  0.6866  5.5448  1.8051  -0.612
C  1.3132  5.9246  3.1280  -0.712
C  1.5709  4.5971  3.8245  -0.528
H  5.1086  3.0072  0.9934  0.575
H  5.0147  1.3447  0.4655  0.523
H  5.4511  1.7327  2.1821  0.513
H  3.0906  0.9300  2.0105  0.381
H  2.7459  2.1342  0.8035  -0.176
H  3.7229  3.8263  2.7108  0.617
H  3.1709  2.5055  3.7658  0.414
H  0.9206  1.4858  2.5139  -0.022
H  -0.2482  2.7492  2.3568  0.334
H  0.3985  2.4022  3.9676  0.230
H  1.0461  3.6288  0.6910  0.330
H  2.4966  4.5684  1.1004  0.361
H  -0.3356  5.1947  2.0073  0.189
H  0.6405  6.2870  1.0147  0.498
H  0.8256  6.6546  3.7714  0.428
H  2.2766  6.4237  2.9574  0.330
H  0.7670  4.3313  4.5101  0.304
H  2.4553  4.6053  4.4569  0.378
C  -0.4434  -6.2750  -4.9441  -1.274
C  -1.4771  -5.9713  -3.8397  -0.392
C  -1.0657  -4.7486  -3.0655  -0.194
N  -2.1329  -4.2674  -2.0761  0.515
C  -3.3338  -3.8364  -2.8603  -1.118
C  -1.6656  -3.1100  -1.2146  0.696
C  -2.4423  -3.2441  0.0996  0.510
C  -3.2563  -4.5275  0.0111  -0.904
C  -2.5338  -5.3315  -1.0748  -0.642
H  0.4729  -6.6683  -4.5042  0.258
H  -0.2400  -5.3313  -5.4514  0.360
H  -0.8286  -7.0030  -5.6498  0.418
H  -1.6573  -6.8214  -3.1801  0.360
H  -2.4237  -5.8358  -4.3681  0.330
H  -0.9614  -3.8901  -3.7266  0.435
H  -0.2131  -4.9934  -2.4320  -0.102
H  -3.9630  -3.2473  -2.1969  0.504
H  -3.8541  -4.7036  -3.2457  0.322
H  -3.0260  -3.1674  -3.6614  0.320
H  -1.8888  -2.1996  -1.7649  0.304
H  -0.5912  -3.2033  -1.0904  -1.081
H  -3.0509  -2.3474  0.2473  -0.435
H  -1.7554  -3.2054  0.9451  0.126
H  -4.2840  -4.4278  -0.3425  0.385
H  -3.3231  -5.1295  0.9146  0.485
H  -3.1350  -6.0651  -1.5971  0.546
H  -1.5956  -5.7021  -0.6584  0.311
C  -6.6799  4.3412  0.7616  -1.394
C  -5.9988  3.6839  -0.4532  -0.600
C  -4.7354  2.9719  -0.0285  -0.582
N  -3.9198  2.2653  -1.1108  0.884
C  -4.7913  1.5696  -2.0921  -1.105
C  -2.9938  1.3228  -0.4064  -0.588
C  -1.7949  1.1205  -1.3312  0.280
C  -1.6472  2.4883  -2.0121  -0.038
C  -2.9833  3.2304  -1.8388  -0.957
H  -6.0473  5.0913  1.2265  0.372
H  -6.9510  3.5382  1.4500  0.344
H  -7.6136  4.7745  0.4133  0.411
H  -5.7679  4.4403  -1.2140  0.423
H  -6.7021  3.0101  -0.9433  0.444
H  -4.9985  2.1475  0.6439  0.283
H  -4.0688  3.6300  0.5280  0.391
H  -5.2986  0.7405  -1.5987  0.324
H  -4.1784  1.1605  -2.8911  0.445
H  -5.5278  2.2753  -2.4563  0.356
H  -3.5208  0.4105  -0.1344  0.518
H  -2.6324  1.8108  0.4993  -0.133
H  -1.9937  0.3131  -2.0379  0.079
H  -0.9232  0.8028  -0.7411  -0.292
H  -1.4024  2.3682  -3.0645  0.525
H  -0.8797  3.1043  -1.5400  -0.055
H  -3.4650  3.3801  -2.8045  0.258
H  -2.9906  4.1983  -1.3484  0.372
Br  0.5118  -1.0532  1.0318  -0.532

Calculated values
HOMO = -18.8 eV
M = 849.34 g mol⁻¹
Total charge = +5
Orbital gap = 8.9 eV